[1]
Molecular formula: C45H33F48IO8
Method: DFT, wB97M-V/def2-TZVPD

As for the SMILES: Cc1cccc2c1C(=O)c1c(I)cccc1C2=O.FC(F)C(F)(F)COC(F)(F)C(F)F.FC(F)C(F)(F)COC(F)(F)C(F)F.FC(F)C(F)(F)COC(F)(F)C(F)F.FC(F)C(F)(F)COC(F)(F)C(F)F.FC(F)C(F)(F)COC(F)(F)C(F)F.FC(F)C(F)(F)COC(F)(F)C(F)F. Its HOMO energy is -8.56 eV.

Structure (ORCA input):
```
! wB97M-V def2-TZVPD RIJCOSX def2/J DEFGRID3
* xyz 0 1
C 7.24852 2.55030 1.25911
C 6.81720 4.13151 1.29947
C 8.05471 5.23308 1.07026
C 7.79508 6.85575 1.09990
C 6.23883 7.35776 1.33280
C 5.01218 6.26431 1.55631
C 5.26921 4.61255 1.54393
C 3.98543 3.57655 1.81304
O 4.20453 2.34927 2.29160
C 2.49202 4.22509 1.48940
C 1.14947 3.32084 1.11683
I 1.20832 1.14047 0.94523
C -0.33315 4.04725 0.85071
C -0.56929 5.68796 0.93563
C 0.77755 6.59095 1.25533
C 2.23443 5.87614 1.51785
C 3.51149 6.89994 1.82907
O 3.28909 8.17469 2.24654
H 8.44102 2.49837 1.24177
H 6.82915 2.03111 0.27251
H 6.92772 1.92938 2.21182
H 9.18277 4.88076 0.90813
H 8.65664 7.63775 0.97386
H 5.96041 8.51817 1.34553
H -1.31263 3.40997 0.60745
H -1.59257 6.23113 0.76828
H 0.71648 7.77903 1.32763
F 5.06679 -2.27824 2.54502
C 5.69806 -1.10154 2.33708
F 5.57560 -0.83582 1.00868
C 7.16790 -1.14074 2.74310
F 7.88240 -1.98743 1.95467
F 7.70055 0.10342 2.52246
C 7.42976 -1.49114 4.21597
O 7.72741 -2.86024 4.50378
C 6.59555 -3.72106 4.62289
F 5.47874 -2.96394 4.74033
F 6.73804 -4.36009 5.81562
C 6.50540 -4.75524 3.49228
F 6.50918 -4.17281 2.26672
F 5.35163 -5.47044 3.57535
H 5.15964 -0.31987 2.88040
H 8.34217 -0.95400 4.50212
H 6.65478 -1.09244 4.88482
H 7.35016 -5.45430 3.53273
F -2.70285 1.51006 2.87588
C -3.11309 0.23521 3.05715
F -2.30023 -0.53716 2.28711
C -4.57429 0.02537 2.67288
F -4.77049 0.19786 1.33842
F -4.89345 -1.28430 2.92436
C -5.58300 0.89319 3.44104
O -6.00430 2.10103 2.80111
C -5.11910 3.21105 2.94467
F -4.22661 2.93668 3.92572
F -5.88125 4.23661 3.41223
C -4.45413 3.62412 1.62440
F -3.79910 2.59058 1.03792
F -3.52951 4.60050 1.82772
H -2.93654 -0.03944 4.10093
H -6.50153 0.29916 3.52065
H -5.27734 1.06765 4.48174
H -5.19943 3.99592 0.91008
F 8.08549 -5.35813 -3.47333
C 7.11698 -5.92648 -4.22522
F 6.99222 -5.14781 -5.33354
C 5.78445 -6.03099 -3.49020
F 5.25783 -4.80419 -3.23206
F 4.88816 -6.64658 -4.32571
C 5.81953 -6.84258 -2.18607
O 5.97324 -6.09829 -0.97434
C 7.31312 -5.73404 -0.64517
F 8.16507 -6.45541 -1.41204
F 7.51146 -6.16009 0.63171
C 7.56240 -4.22177 -0.72788
F 7.23788 -3.71711 -1.94495
F 8.87601 -3.93162 -0.52834
H 7.46555 -6.91044 -4.55145
H 4.83224 -7.31016 -2.08843
H 6.51992 -7.68738 -2.23799
H 6.97083 -3.68563 0.02481
F -10.33474 -0.03120 -0.38493
C -11.58251 0.48537 -0.33403
F -11.84668 0.96053 -1.58091
C -11.71968 1.59530 0.70329
F -10.97660 2.68474 0.37165
F -13.02241 2.02326 0.69447
C -11.38695 1.18576 2.14629
O -10.06159 1.47145 2.60201
C -9.06673 0.51940 2.22761
F -9.67929 -0.60387 1.78341
F -8.43617 0.16724 3.38071
C -8.04261 1.08050 1.23147
F -8.63539 1.58296 0.11909
F -7.19000 0.10915 0.80827
H -12.28559 -0.32858 -0.13587
H -12.02887 1.79473 2.79436
H -11.67943 0.14962 2.36490
H -7.45236 1.88493 1.68801
F 0.90831 -1.02996 -3.30894
C 0.25893 -1.36765 -4.44501
F -0.48143 -0.28153 -4.79499
C -0.63373 -2.59247 -4.27250
F -1.66472 -2.34435 -3.42131
F -1.21561 -2.86524 -5.48385
C 0.09000 -3.86984 -3.81949
O 0.06861 -4.15325 -2.41766
C 1.04602 -3.46464 -1.63869
F 1.97385 -2.93234 -2.46940
F 1.69447 -4.42332 -0.92335
C 0.43356 -2.43348 -0.68079
F -0.34827 -1.53483 -1.33070
F 1.40224 -1.71657 -0.05050
H 1.00083 -1.52821 -5.23235
H -0.45559 -4.70817 -4.26941
H 1.10366 -3.94624 -4.23609
H -0.18462 -2.92522 0.08079
F -6.25635 0.02902 -2.95532
C -5.41860 0.67207 -2.11208
F -6.20664 1.26974 -1.17825
C -4.54758 1.70518 -2.81975
F -5.29039 2.73044 -3.31583
F -3.71925 2.27107 -1.88488
C -3.65435 1.14966 -3.93967
O -4.16233 1.25336 -5.27274
C -5.08037 0.23161 -5.65946
F -5.01469 -0.78023 -4.76160
F -4.60127 -0.27647 -6.82719
C -6.50736 0.75517 -5.87287
F -6.98111 1.40490 -4.77987
F -7.37091 -0.26645 -6.11811
H -4.80630 -0.07400 -1.59773
H -2.75105 1.77164 -3.94935
H -3.28876 0.13732 -3.71962
H -6.54616 1.45249 -6.71915
*
```

***

[2]
Molecular formula: C45H39GeNOP2PtS
Method: DFT, wB97M-V/def2-TZVPD

Its relative energy (zero: lowest compared OMol25 entry of this formula, charge and spin) is 0.108 eV. Its HOMO energy is -0.31 eV.

Structure (ORCA input):
```
! wB97M-V def2-TZVPD RIJCOSX def2/J DEFGRID3
* xyz -2 1
Pt -0.64630 0.49105 -1.32806
C 0.58315 3.63508 -1.18463
C -0.58722 3.56370 -0.21152
P -1.72613 2.13890 -0.58041
C -3.07540 3.03681 -1.50480
C -3.44867 2.51418 -2.73787
C -4.41797 3.14043 -3.51422
C -5.02352 4.30508 -3.06570
C -4.65861 4.84025 -1.83467
C -3.69359 4.20775 -1.06428
C -2.52648 1.99453 1.08087
C -3.89793 2.04771 1.31541
C -4.41482 1.84864 2.59132
C -3.56703 1.59752 3.65926
C -2.19578 1.52351 3.43647
C -1.68546 1.70591 2.16217
P 1.47562 2.00453 -1.39111
C 1.91411 1.57321 0.34268
C 2.46025 2.52349 1.19188
C 2.66540 2.27864 2.54654
C 2.33145 1.01700 3.03104
C 1.83015 0.03849 2.19261
C 1.58638 0.26237 0.81425
C 3.12420 2.70264 -1.90385
C 4.28868 1.97658 -1.62203
C 5.52299 2.37113 -2.10851
C 5.63777 3.50664 -2.90503
C 4.49561 4.23273 -3.20589
C 3.25804 3.83359 -2.71385
H 1.28677 4.40709 -0.85639
H 0.22610 3.91258 -2.18201
H -1.12254 4.51758 -0.17673
H -0.19054 3.37479 0.78697
H -2.94435 1.60945 -3.06838
H -4.69556 2.71806 -4.47312
H -5.77665 4.79766 -3.67056
H -5.12880 5.74968 -1.47668
H -3.42608 4.62454 -0.09869
H -4.57617 2.24266 0.49328
H -5.48736 1.88799 2.74685
H -3.96975 1.44031 4.65340
H -1.51834 1.29960 4.25283
H -0.61980 1.58449 1.99244
H 2.71317 3.50006 0.78634
H 3.06794 3.04515 3.19791
H 2.48163 0.78187 4.08075
H 1.62210 -0.94050 2.60686
H 1.47287 -0.74055 -1.06232
H 4.21556 1.09001 -1.00129
H 6.40439 1.78837 -1.86523
H 6.60376 3.81601 -3.28685
H 4.56376 5.11841 -3.82878
H 2.38202 4.41627 -2.97336
C 1.01070 -0.71862 -0.07580
Ge 0.58771 -2.51487 0.38674
C 2.15256 -3.69953 0.11951
C 2.55275 -3.97251 -1.19361
C 3.71348 -4.69024 -1.45068
C 4.50420 -5.14581 -0.40268
C 4.13262 -4.86632 0.90477
C 2.97052 -4.14564 1.15729
C -0.11311 -2.78477 2.21874
C 0.05719 -3.96627 2.93730
C -0.56887 -4.16117 4.16377
C -1.39597 -3.17662 4.68603
C -1.59066 -1.99811 3.97529
C -0.94987 -1.80588 2.75982
C -0.89639 -3.35349 -0.60755
C -0.84345 -4.67822 -1.03435
C -1.94185 -5.28579 -1.63255
C -3.12196 -4.57637 -1.79754
C -3.19669 -3.26078 -1.35717
C -2.09560 -2.65907 -0.76757
H 1.96765 -3.60502 -2.03323
H 4.00197 -4.88332 -2.47757
H 5.41166 -5.70453 -0.60441
H 4.75099 -5.20317 1.73010
H 2.70264 -3.92570 2.18665
H 0.68153 -4.75697 2.53271
H -0.41705 -5.08797 4.70662
H -1.89226 -3.32864 5.63813
H -2.24744 -1.22753 4.36294
H -1.10873 -0.88189 2.21196
H 0.07071 -5.24744 -0.91718
H -1.86902 -6.31026 -1.98095
H -3.97723 -5.04312 -2.27423
H -4.10895 -2.69091 -1.49348
H -2.14962 -1.61465 -0.47139
O 0.75944 -2.95538 -4.21030
S -0.34420 -1.97178 -4.04660
N -0.39243 -1.05529 -2.91484
*
```

***

[3]
Molecular formula: C8H15FN
Method: DFT, wB97M-V/def2-TZVPD

Its relative energy (zero: lowest compared OMol25 entry of this formula, charge and spin) is 6.539 eV. Its HOMO energy is -15.45 eV.

Structure (ORCA input):
```
! wB97M-V def2-TZVPD RIJCOSX def2/J DEFGRID3
* xyz 1 1
C 1.69051 -1.43284 1.04676
C 1.47099 -0.19745 0.63966
C 0.37533 -2.12398 0.93294
C -0.67789 -1.06843 0.52635
C 0.31885 -0.68804 -2.35157
C -1.66529 2.00583 0.66396
C 0.01983 0.40288 -1.33974
C -0.30128 1.44224 0.93845
N 0.09200 0.15388 0.17491
F 2.78266 1.76390 0.48245
H 2.57507 -1.99512 1.33691
H 0.43192 -2.89941 0.16627
H 0.13646 -2.47055 2.00331
H -1.37122 -1.31839 -0.35632
H -1.23646 -0.85673 1.37612
H 1.37967 -0.72094 -2.58461
H 0.01256 -1.78433 -2.00581
H -0.08087 -0.35193 -3.29408
H -1.65631 2.71174 -0.07755
H -2.41994 1.29809 0.35493
H -1.98065 2.37682 1.58970
H -0.91494 0.92033 -1.39547
H 0.68503 1.25841 -1.53992
H -0.14661 1.26728 1.99483
H 0.48055 2.30677 0.71753
*
```

***

[4]
Molecular formula: C3H10NO2
Method: DFT, wB97M-V/def2-TZVPD

Its relative energy (zero: lowest compared OMol25 entry of this formula, charge and spin) is 0.000 eV. Its HOMO energy (spin up / spin down) is -20.24 / -20.23 eV.

Structure (ORCA input):
```
! wB97M-V def2-TZVPD RIJCOSX def2/J DEFGRID3
* xyz 2 2
C -0.52761 -0.64945 -0.55191
C -0.41476 -0.46695 0.97498
C -1.35637 -1.37538 1.78806
O -1.66169 -2.43514 1.33678
N 0.66301 -0.11770 -1.28877
H -1.40043 -0.10783 -0.89098
H -0.64665 -1.68134 -0.84627
H -0.60249 0.55340 1.28649
H 0.57226 -0.73903 1.37171
H -1.70096 -1.07160 2.80483
H 0.48412 -0.29582 -2.27946
H 1.50248 -0.62391 -1.00715
H 0.87189 0.94167 -1.19985
H 1.82934 2.40692 0.11289
H 0.97332 3.26233 -0.84911
O 1.41453 2.39981 -0.76224
*
```

***

[5]
Molecular formula: C3H4N2O
Method: DFT, wB97M-V/def2-TZVPD

As for the SMILES: Nc1cnoc1. Its relative energy (zero: lowest compared OMol25 entry of this formula, charge and spin) is 5.153 eV. Its HOMO energy is -8.52 eV.

Structure (ORCA input):
```
! wB97M-V def2-TZVPD RIJCOSX def2/J DEFGRID3
* xyz 0 1
N 1.61620 -0.13686 -0.16307
C 0.26340 -0.23630 -0.32355
C -0.30760 1.00255 0.12171
N -1.51031 0.83431 0.60644
O -1.82008 -0.44090 0.30104
C -0.79435 -1.08052 -0.34074
H 1.38072 0.87454 0.36955
H 2.23240 -0.63741 -0.82682
H -0.06537 1.93338 -0.39003
H -1.02294 -2.08719 -0.64962
*
```

***

[6]
Molecular formula: C5H24NO9
Method: DFT, wB97M-V/def2-TZVPD

Its relative energy (zero: lowest compared OMol25 entry of this formula, charge and spin) is 1.884 eV. Its HOMO energy is -6.38 eV.

Structure (ORCA input):
```
! wB97M-V def2-TZVPD RIJCOSX def2/J DEFGRID3
* xyz -1 1
C 1.26553 1.66390 0.73760
N 1.07810 0.20556 0.60773
C 2.09004 -0.61495 0.23055
O 1.91350 -1.85861 0.27921
C 0.43136 2.46257 -0.31328
C -1.08323 2.50759 -0.07015
C -1.87274 1.28745 -0.53807
O -2.11758 0.48245 0.53432
H 1.00935 1.88711 1.83957
H 2.35496 1.90400 0.45916
H 0.10110 -0.09656 0.75140
H 2.96089 -0.17030 -0.23430
H 0.67116 1.85340 -1.26216
H 0.84640 3.40972 -0.41703
H -1.30525 2.66503 1.04681
H -1.47283 3.41396 -0.51069
H -2.80120 1.70809 -1.16003
H -1.27295 0.72428 -1.34904
H -0.59833 -1.62899 -0.81478
H 0.80420 -1.75812 -1.80326
O -0.12601 -1.53463 -1.95759
H 0.06583 -0.03003 -3.13532
H 0.17406 -0.02841 -4.57963
O 0.29495 0.60164 -3.92082
H -0.03885 -2.26966 -3.41130
H 0.77558 -3.41695 -3.18919
O 0.55283 -2.88455 -3.98438
H -1.02854 0.67238 3.30822
H -1.75228 1.12622 2.07515
O -1.32510 1.44327 2.83048
H 0.64771 0.13702 3.18496
H 0.77902 -1.17841 3.65998
O 0.66066 -0.25436 4.04674
H -1.71457 -0.60708 0.42811
H -2.01328 -2.18260 -0.25884
O -1.24580 -1.79200 0.21061
H 0.09052 -2.99046 2.04756
H 1.37501 -2.20365 2.01349
O 0.82579 -2.65532 2.61822
*
```

***

[7]
Molecular formula: C3H6N2O
Method: DFT, wB97M-V/def2-TZVPD

As for the SMILES: [H]/N=C/NC(C)=O. Its relative energy (zero: lowest compared OMol25 entry of this formula, charge and spin) is 0.398 eV. Its HOMO energy is -9.96 eV.

Structure (ORCA input):
```
! wB97M-V def2-TZVPD RIJCOSX def2/J DEFGRID3
* xyz 0 1
H -0.27137 -1.75520 -3.07266
N 0.15179 -0.97495 -2.57537
C -0.37381 -0.86670 -1.42649
N 0.07932 0.10144 -0.54197
C -0.37535 0.17000 0.76045
C 0.46452 1.00479 1.69853
O -1.35979 -0.43997 1.12978
H -1.16222 -1.48419 -0.99081
H 0.86605 0.65591 -0.85103
H 0.74823 0.35636 2.53314
H 1.36745 1.40855 1.23205
H -0.13481 1.82395 2.10438
*
```

***

[8]
Molecular formula: C14H30NO6PSW
Method: DFT, wB97M-V/def2-TZVPD

Its relative energy (zero: lowest compared OMol25 entry of this formula, charge and spin) is 0.000 eV. Its HOMO energy is -22.68 eV.

Structure (ORCA input):
```
! wB97M-V def2-TZVPD RIJCOSX def2/J DEFGRID3
* xyz 4 1
W 0.34665 -0.28181 0.32142
O 1.38792 -2.01234 1.55887
C 2.39226 -1.80175 2.62132
C 3.67862 -1.10596 2.18698
N 3.51463 0.20921 1.50516
C 2.91668 1.32591 2.26256
C 1.49658 1.23358 1.75251
O 0.67394 0.37637 2.24113
O 1.14349 1.61864 0.56793
C 4.56320 0.56286 0.60205
C 4.19644 0.86597 -0.83887
O 4.06020 1.23150 -1.87746
O 1.48035 -0.73766 -0.81873
H 1.63254 -2.79781 1.04584
H 2.65435 -2.78022 3.02312
H 1.86758 -1.25879 3.40057
H 4.24601 -1.74730 1.51235
H 4.27661 -0.98535 3.09664
H 3.38412 2.28617 2.04950
H 2.94103 1.14231 3.33686
H 5.33305 -0.21282 0.50665
H 5.09070 1.49757 0.85590
C -1.02736 -1.03313 -3.07781
C -1.92952 0.03479 -2.45475
P -1.14180 1.12385 -1.23085
C -2.34603 1.87969 -0.07847
C -3.77020 1.98853 -0.64609
C -0.22049 2.42213 -2.09731
C -1.17032 3.40857 -2.80159
H -1.58550 -1.55740 -3.85224
H -0.69018 -1.77765 -2.35377
H -0.15026 -0.59862 -3.55781
H -2.83944 -0.37680 -2.01359
H -2.26635 0.72688 -3.23436
H -1.93998 2.87099 0.14449
H -2.35132 1.33212 0.87118
H -3.78814 2.50280 -1.60608
H -4.37496 2.56999 0.04856
H -4.24311 1.01427 -0.76238
H 0.43199 1.92673 -2.82255
H 0.39922 2.94695 -1.36953
H -1.81118 2.92343 -3.53665
H -0.56427 4.13815 -3.33736
H -1.78700 3.95756 -2.09117
C -2.57505 -2.39037 2.40960
S -2.62113 -2.07144 0.65896
C -2.50041 -3.71667 -0.06637
O -1.13734 -1.43530 0.36734
H -1.73026 -3.02877 2.66426
H -3.52321 -2.90843 2.60430
H -2.57910 -1.43820 2.93882
H -3.31168 -3.80100 -0.78981
H -2.59731 -4.45889 0.72559
H -1.53526 -3.80306 -0.56487
*
```